Below is the molecule CH6N4 in a non-equilibrium geometry, with properties calculated with ωB97M-V with the def2-TZVPD basis set.

Output
Relative energy (zero: lowest compared OMol25 entry of this formula, charge and spin) = 2.557 eV
Total charge = 0
Kohn-Sham gap = 9.0 eV
HOMO = -8.3 eV
E = -260.60787 Eh

Geometry as XYZ:
```
11
CH6N4, DFT ωB97M-V with the def2-TZVPD basis set
H 1.9883 -0.1383 1.6022
N 1.7796 -0.6832 0.8121
C 0.7066 -0.3623 0.0131
N 0.0908 -1.0115 -1.0443
N -0.1238 0.6987 0.4716
N -1.1390 1.3647 -0.1526
H -0.8618 -1.2197 -0.9123
H 0.5528 -2.1445 -0.8021
H 0.2279 1.1353 1.3844
H -2.1341 1.1220 -0.0899
H -1.0874 1.2388 -1.2823
```